The molecule C3H5N3O2S in a non-equilibrium geometry. Source: the Open Molecules 2025 dataset; level of theory: ωB97M-V/def2-TZVPD.

Last column: natural (NBO) charge in e.
CARTESIAN COORDINATES (ANGSTROEM)
C 1.30586 -0.78224 -1.05404  0.069
C -0.49218 -1.00334 0.67365  -0.289
C -1.06460 0.03097 -0.20594  0.279
N -0.53793 0.54494 -1.28064  -0.394
N 0.65286 0.10067 -1.65328  -0.315
N -2.24487 0.61753 0.01754  -0.764
O 0.40184 -0.03704 2.98649  -0.908
O 1.56292 0.77012 0.88364  -0.973
S 0.85434 -0.27026 1.61763  1.888
H 2.26601 -1.03047 -1.23137  0.175
H 0.86995 0.70596 -2.44654  0.415
H -2.75723 0.52185 0.88793  0.404
H -2.71346 1.13587 -0.72786  0.416
H 1.89650 -1.30457 1.53280  -0.001

Its HOMO energy is -8.99 eV. As for the max |F|: 4.97 eV Å⁻¹. The total energy comes out at -22584.898 eV.

***

A structure of composition C35H43N10O3PS4W. Source: the Open Molecules 2025 dataset; level of theory: ωB97M-V/def2-TZVPD.

Last column: Löwdin spin population.
CARTESIAN COORDINATES (ANGSTROEM)
W -1.54570 -0.25793 -0.42939  1.472
N -3.50077 -0.25521 3.63335  0.003
C -2.69489 -0.30056 2.55224  0.004
S -3.07890 0.71024 1.20628  0.010
N -1.67343 -1.12220 2.60789  -0.015
N -0.91758 -1.07459 1.48021  0.000
C 0.16015 -1.78901 1.47830  0.098
C 1.06497 -1.59023 0.37034  0.017
C 2.25396 -2.28482 0.21669  0.021
C 3.06055 -1.99683 -0.87348  0.019
C 2.67611 -0.97322 -1.72773  0.014
C 1.47702 -0.32240 -1.51424  0.021
N 0.65587 -0.64701 -0.50672  0.015
H -4.19174 0.46916 3.70583  0.000
H -3.18724 -0.71215 4.47329  0.000
H 0.40340 -2.42906 2.31854  0.004
H 2.52111 -3.05894 0.92297  0.000
H 3.95425 -2.57849 -1.07097  0.000
H 3.28597 -0.69770 -2.57648  0.000
H 1.12638 0.46241 -2.16978  0.002
S -3.21109 0.50816 -2.02296  0.034
C -3.17265 2.26327 -1.88000  0.021
C -4.23868 3.03580 -2.33470  -0.002
C -4.16869 4.41685 -2.28284  0.012
C -3.03332 5.03836 -1.77191  -0.002
C -1.97391 4.27639 -1.31289  0.010
C -2.03478 2.88429 -1.36794  0.017
S -0.67379 1.93129 -0.79703  0.138
H -5.12006 2.54729 -2.73078  0.000
H -4.99994 5.01136 -2.63820  0.001
H -2.97865 6.11804 -1.72701  0.000
H -1.08990 4.75119 -0.90535  0.000
C 2.81485 2.51766 0.51537  0.001
C 2.77733 2.65343 2.03830  0.000
C 3.37965 3.99250 2.45828  0.000
P 1.06343 2.22749 2.64861  0.001
C 1.37935 1.56576 4.36692  0.000
C 1.53613 0.04633 4.26258  0.001
C 2.53210 2.15293 5.17948  0.000
C 0.20403 3.85746 2.91461  0.000
C -1.30436 3.59981 2.86259  0.002
C 0.54726 4.68632 4.14986  0.000
H 3.83706 2.62525 0.14397  0.000
H 2.20047 3.28299 0.03382  0.000
H 2.43008 1.54859 0.19715  0.000
H 3.40471 1.85560 2.45372  0.000
H 2.75524 4.82901 2.13738  0.000
H 4.35846 4.12349 1.98960  0.000
H 3.51829 4.06675 3.53542  0.000
H 0.44317 1.76634 4.90309  0.000
H 2.38661 -0.21445 3.62375  0.000
H 0.64096 -0.41306 3.84257  0.001
H 1.72240 -0.39284 5.24608  0.000
H 3.49388 1.95673 4.70074  0.000
H 2.56799 1.68494 6.16694  0.000
H 2.44206 3.22686 5.32617  0.000
H 0.46414 4.43736 2.02033  0.000
H -1.61661 2.94353 3.68216  0.000
H -1.59269 3.11984 1.92826  0.002
H -1.85843 4.53674 2.96362  0.000
H 0.28844 4.14908 5.06527  0.000
H -0.03497 5.61160 4.14550  0.000
H 1.59896 4.95870 4.20326  0.000
N -6.57454 -2.87958 -0.44005  -0.001
C -5.26459 -3.04254 -0.12659  0.000
C -4.33533 -2.01591 -0.39339  0.006
N -3.05740 -2.14606 -0.08877  0.009
C -2.68644 -3.29621 0.50742  0.008
C -3.60754 -4.28560 0.76522  0.000
N -4.89566 -4.17761 0.45211  0.005
H -6.88336 -2.10050 -0.99024  0.000
H -7.18768 -3.66670 -0.32533  0.000
H -4.65075 -1.08451 -0.84369  0.001
H -1.65388 -3.41853 0.79374  0.002
H -3.29403 -5.20279 1.24815  0.000
O 6.28614 -5.12012 -4.31172  0.000
S 5.06494 -5.08539 -3.54760  0.000
O 5.07218 -4.15248 -2.42896  0.000
O 4.45459 -6.36714 -3.25318  0.000
C 3.83569 -4.34536 -4.67336  0.000
N 4.05092 -4.34420 -5.98807  0.001
C 3.11130 -3.80106 -6.74806  0.000
C 1.94864 -3.23956 -6.23557  0.001
C 1.81142 -3.32485 -4.86093  0.000
N 2.73306 -3.88386 -4.08819  0.001
C 0.66932 -2.77831 -4.08691  0.006
C 0.30765 -3.41695 -2.90298  0.001
C -0.54515 -2.78085 -2.03696  0.010
N -1.03393 -1.54850 -2.25706  0.018
C -0.78190 -0.98989 -3.44842  0.007
C 0.04131 -1.57947 -4.39032  0.002
H 3.28767 -3.81677 -7.81888  0.000
H 1.19848 -2.80125 -6.87889  0.000
H 0.76473 -4.36074 -2.64059  0.000
H -0.78188 -3.23306 -1.08506  0.002
H -1.20366 -0.00681 -3.60511  0.001
H 0.26566 -1.04334 -5.30277  0.000

As for the spin multiplicity: 3. Its HOMO energy (alpha / beta) is -7.42 / -7.71 eV. As for the max |F|: 0.53 eV Å⁻¹. The total energy comes out at -112493.849 eV.

***

The molecule C2H5B in a non-equilibrium geometry. Source: the Open Molecules 2025 dataset; level of theory: ωB97M-V/def2-TZVPD.

Last column: natural (NBO) charge in e.
CARTESIAN COORDINATES (ANGSTROEM)
B 0.43092 0.65928 0.99602  0.393
C -0.62753 -0.36719 -0.97403  -0.243
C 0.13337 -0.56960 0.14657  -0.608
H 1.37724 0.60740 1.85709  -0.074
H -0.18428 1.64379 0.70077  -0.088
H -0.76781 -1.08974 -1.84614  0.196
H -1.24158 0.55836 -1.15456  0.199
H 0.87967 -1.44232 0.27427  0.224

Its SMILES is BC=C. Its HOMO energy is -10.73 eV. As for the max |F|: 2.13 eV Å⁻¹. The total energy comes out at -2829.339 eV.

***

A structure of composition C22H25FN2O2 in a non-equilibrium geometry. Source: the Open Molecules 2025 dataset; level of theory: ωB97M-V/def2-TZVPD.

Last column: natural (NBO) charge in e.
CARTESIAN COORDINATES (ANGSTROEM)
C -2.59662 5.34290 -3.78335  -0.599
C -1.64263 4.27444 -3.49704  0.034
C -0.38737 4.26733 -3.89116  -0.228
C 0.60076 3.20848 -3.43905  -0.172
C 0.31539 2.07265 -2.76365  -0.056
C -1.16533 2.06380 -2.21324  -0.208
C -2.01350 3.14293 -2.46244  -0.238
H -3.10818 2.92984 -2.45842  0.208
H -1.60337 1.10456 -1.77821  0.236
C 1.06894 1.02321 -2.25796  -0.251
N 1.03407 0.93352 -0.76852  -0.610
C 1.86946 -0.08240 -0.15606  0.691
O 2.63551 -0.84545 -0.77001  -0.611
C 1.91926 0.32353 1.38152  -0.313
C 2.69130 -1.00000 1.97342  -0.171
N 1.64663 -1.81510 2.71097  -0.426
C 0.75982 -1.29650 3.38052  0.594
O -0.14504 -2.10414 3.97024  -0.747
C 0.48359 0.11289 3.30003  -0.434
C 0.58903 0.71250 2.11791  -0.456
H -0.11311 0.17530 1.39635  0.236
H 0.41562 1.73701 2.23214  0.235
H -0.48328 0.38175 3.93827  0.274
H 1.31155 0.50899 4.20801  0.195
C 1.70976 -3.45708 2.08995  -0.132
H 1.19837 -3.73528 3.00677  0.249
H 3.01781 -3.46749 2.38272  0.221
C 1.08601 -3.67782 0.83871  -0.520
C -0.22709 -3.31150 0.99838  -0.069
C -0.67946 -2.13234 0.20772  -0.245
C -2.11882 -1.94846 0.14642  0.418
C -2.88255 -2.74058 0.82917  -0.343
C -2.54597 -3.75445 1.55491  -0.124
C -1.02651 -4.09893 1.56514  -0.156
H -0.75014 -4.98426 2.11822  0.216
H -3.40502 -4.40115 2.08225  0.233
H -3.94525 -2.44626 0.76459  0.232
F -2.55254 -0.63096 -0.25503  -0.362
H -0.04597 -1.61695 -0.37468  0.211
H 1.27272 -4.77152 0.87474  0.265
H 1.76774 -2.89035 0.22152  0.259
H 3.15990 -0.58572 3.13817  0.189
H 3.28955 -1.48617 1.41252  0.197
H 2.85057 1.16953 1.58428  0.251
H 0.78120 1.66368 -0.29346  0.383
H 0.65587 0.13430 -2.59686  0.215
H 2.07932 1.19749 -2.72945  0.203
H 1.71625 3.38605 -3.70847  0.204
H 0.03380 4.96103 -4.43184  0.193
H -2.10053 6.12021 -3.74945  0.202
H -2.99794 5.01847 -4.86437  0.211
H -3.42360 5.31448 -3.18282  0.218

Its HOMO energy is -8.42 eV. As for the max |F|: 14.28 eV Å⁻¹. The total energy comes out at -32999.066 eV.

***

A cluster of 3 separate species, C6H14O2 in total in a non-equilibrium geometry. Source: the Open Molecules 2025 dataset; level of theory: ωB97M-V/def2-TZVPD.

Last column: natural (NBO) charge in e.
CARTESIAN COORDINATES (ANGSTROEM)
O 1.25367 1.62113 -0.93113  -0.593
C 1.82555 1.49823 0.16325  0.322
C 1.30908 0.84734 1.31014  -0.163
C -0.06582 0.26367 1.42183  -0.499
C -0.35722 -0.93108 0.48561  -0.418
C -1.75367 -0.76658 -0.20167  -0.395
C -2.79682 -1.59831 0.56096  -0.611
H 2.86423 1.89436 0.26461  0.133
H -2.21470 0.49245 2.06702  -0.035
H 1.57196 1.42102 2.20291  0.199
H -0.69568 1.11116 1.09454  0.326
H -0.18451 0.08823 2.48907  0.241
H -0.24288 -1.91913 0.94788  0.216
H 0.40023 -0.84399 -0.29770  0.245
H -1.68909 -1.03382 -1.25748  0.217
H -2.00565 0.28233 -0.12218  0.198
H -3.79804 -1.15373 0.42266  0.211
H -2.70314 -2.63811 0.26686  0.224
H -2.56966 -1.15887 1.59587  0.198
H 1.66524 -0.53636 -3.29643  0.466
H 1.39685 0.28757 -2.03351  0.490
O 1.24980 -0.60250 -2.43099  -0.970

Its HOMO energy is -8.06 eV. As for the max |F|: 3.43 eV Å⁻¹. The total energy comes out at -10536.754 eV.

***

The molecule C19H32N2O5. Source: the Open Molecules 2025 dataset; level of theory: ωB97M-V/def2-TZVPD.

Last column: natural (NBO) charge in e.
CARTESIAN COORDINATES (ANGSTROEM)
C 2.16987 0.86763 1.32440  -0.644
C 3.38785 0.83451 0.42254  -0.063
O 3.54903 -0.44459 -0.18688  -0.543
C 2.79845 -0.61307 -1.36073  0.110
C 3.49407 -0.52003 -2.73414  -0.423
C 2.65758 -1.74891 -3.17109  -0.392
C 2.43234 -2.07122 -1.68388  -0.332
C 1.07067 -2.49947 -1.20158  0.690
O 0.14680 -2.79419 -1.94615  -0.647
N 0.93625 -2.44324 0.14369  -0.615
C -0.33661 -2.61676 0.81158  -0.070
C -1.45238 -1.69040 0.29751  -0.413
C -2.20595 -1.18076 1.56473  -0.314
C -1.91910 0.30284 1.74571  0.708
O -1.08960 0.73301 2.52633  -0.633
N -2.65004 1.12234 0.93428  -0.625
C -2.33219 2.51959 0.79938  0.103
C -1.04962 2.83894 0.06266  -0.423
C -1.05041 2.39012 -1.39003  -0.060
O -0.54672 1.06937 -1.47362  -0.562
C -0.63442 0.54445 -2.78340  -0.263
C -3.51404 3.43005 0.62773  -0.428
C -2.75769 3.39946 1.93032  -0.396
C -1.64774 -2.00788 2.72365  -0.422
C -0.21311 -2.28951 2.29925  0.095
O 0.47594 -3.26710 3.05346  -0.706
H 2.04114 1.85453 1.77265  0.217
H 1.25974 0.63014 0.77023  0.218
H 2.27853 0.14413 2.13384  0.211
H 3.32703 1.60772 -0.35180  0.163
H 4.29855 1.01391 0.99450  0.187
H 1.89284 0.00519 -1.33424  0.187
H 3.39080 0.40397 -3.30147  0.202
H 4.54985 -0.77156 -2.63002  0.211
H 1.72010 -1.47367 -3.65172  0.217
H 3.15404 -2.50593 -3.77255  0.213
H 3.21182 -2.72617 -1.28814  0.232
H 1.73635 -2.17178 0.69557  0.414
H -0.65621 -3.66185 0.71236  0.191
H -1.01843 -0.85792 -0.25668  0.242
H -2.11326 -2.21799 -0.38650  0.229
H -3.28420 -1.31082 1.45769  0.220
H -3.17408 0.68750 0.19156  0.395
H -0.90119 3.92076 0.10038  0.212
H -0.20483 2.38119 0.57981  0.241
H -2.06729 2.42942 -1.80746  0.163
H -0.42357 3.05311 -2.00125  0.170
H -0.33237 -0.50092 -2.74480  0.219
H -1.66246 0.60041 -3.16046  0.167
H 0.01728 1.09582 -3.47234  0.166
H -3.39059 4.28894 -0.01829  0.215
H -4.49696 2.97966 0.60835  0.220
H -3.22504 2.91593 2.77515  0.228
H -2.12053 4.23789 2.17450  0.217
H -1.69836 -1.49102 3.67954  0.239
H -2.19401 -2.95373 2.80410  0.199
H 0.36455 -1.36938 2.41409  0.199
H 0.00151 -4.10263 2.97770  0.461

Its SMILES is CCO[C@H]1CC[C@@H]1C(=O)N[C@@H]1C[C@H](C(=O)NC2(CCOC)CC2)C[C@H]1O. Its HOMO energy is -9.32 eV. As for the max |F|: 0.18 eV Å⁻¹. The total energy comes out at -33439.527 eV.